This record from OMol25 describes a structure of composition C28H28N7PtSeTe in a non-equilibrium geometry. The level of theory is wB97M-V/def2-TZVPD.

The geometry in XYZ format:
```
66
Properties=species:S:1:pos:R:3:forces:R:3
Pt -0.296321 -0.148311 -0.198626 1.2242 0.1268 0.5694
C 5.656835 -1.800238 -3.214797 0.0040 -0.0549 -0.2003
C 4.543525 -1.573500 -2.247742 -0.1893 0.2786 0.1558
C 4.211276 -2.515205 -1.275258 0.0789 0.2260 -0.1045
C 3.186259 -2.281184 -0.394008 -0.2489 0.2364 -0.1972
C 2.422553 -1.101981 -0.439518 0.5052 0.0625 -0.6124
N 1.390569 -0.923331 0.451904 -0.2890 0.1347 0.0053
C 1.566189 -1.319041 1.754546 -0.1499 -0.1771 0.7336
C 2.811543 -1.124464 2.377895 -0.2931 0.0424 0.0622
C 3.036144 -1.496949 3.679457 -0.2213 -0.0922 -0.1018
C 2.023293 -2.083978 4.435272 -0.1200 -0.0574 -0.2992
C 2.281470 -2.505729 5.843128 -0.1060 0.0926 0.1384
C 0.777640 -2.256199 3.848709 0.1427 0.1499 0.0884
C 0.531332 -1.889499 2.527480 1.3175 0.5395 -0.0579
N -0.721848 -2.181607 1.952529 -0.3878 -0.4629 -0.0070
C -1.538199 -3.185140 2.333031 -0.3175 0.0674 -0.3221
C -2.616616 -3.204250 1.481796 0.0872 0.1817 0.0437
C -2.390343 -2.163246 0.587250 0.0251 -0.4023 0.3477
N -1.242960 -1.554946 0.880978 -0.3664 0.1126 -0.2275
C 2.741972 -0.160700 -1.442584 0.2439 -1.1928 0.4883
C 3.787976 -0.412789 -2.320370 0.0434 -0.2401 -0.0111
N 2.045524 1.056563 -1.561361 0.3073 0.4972 -0.1220
C 2.523503 2.212634 -2.070111 -0.3763 0.2298 0.1147
C 1.509584 3.144072 -2.023912 0.0285 -0.2239 0.0228
C 0.423618 2.467490 -1.476443 0.0560 0.2790 -0.0181
N 0.765129 1.214012 -1.198400 -0.2506 0.1147 -0.1559
H 6.353805 -2.543032 -2.838486 0.0972 -0.0461 -0.0276
H 6.197149 -0.876093 -3.409236 0.0913 0.0082 -0.0256
H 5.255279 -2.155342 -4.164057 0.0959 -0.0640 -0.0984
H 4.757726 -3.443209 -1.223821 0.1218 -0.1334 0.0329
H 2.925358 -3.020019 0.347360 -0.0024 -0.0745 0.0834
H 3.600629 -0.656638 1.809809 0.0490 0.0282 -0.0841
H 4.004248 -1.322086 4.122982 0.1263 -0.0157 0.0663
H 3.343774 -2.672769 6.000103 0.0330 -0.0508 0.0871
H 1.741252 -3.419179 6.075711 -0.0079 -0.0888 0.1335
H 1.953824 -1.727208 6.531742 0.0118 -0.0240 0.1575
H -0.013162 -2.680970 4.449158 -0.1235 -0.0387 0.0257
H -1.323284 -3.832952 3.155483 0.2526 -0.0581 0.1566
H -3.439157 -3.885038 1.506274 -0.2265 -0.1417 -0.0151
H -3.001573 -1.868536 -0.241665 0.0415 0.1534 -0.1919
H 4.018123 0.307294 -3.089681 0.0237 0.0876 -0.1436
H 3.527665 2.319179 -2.427468 0.1765 -0.1337 0.0866
H 1.555222 4.173098 -2.315938 0.0143 0.1328 -0.1242
H -0.580655 2.811755 -1.303156 0.0024 -0.0286 0.1019
Se -2.102894 -0.189738 -2.751599 -0.8539 0.6719 2.0835
N -1.950756 0.606491 -1.047974 -2.0390 -1.3581 -1.1037
C -3.211901 0.697577 -0.541147 1.6570 -0.1321 -1.3209
C -3.533095 1.238839 0.701483 -0.8369 0.3618 1.2934
C -4.860773 1.264924 1.096180 1.8344 0.2536 0.1561
C -5.866287 0.768276 0.267987 -0.6484 -0.8409 -1.5503
C -5.574439 0.233906 -0.971604 -1.0397 0.3168 0.9995
C -4.242402 0.190644 -1.399786 0.9423 -0.4610 -0.9130
N -3.847831 -0.355024 -2.561218 0.0713 0.5275 0.1632
H -2.745349 1.613039 1.345420 -0.0530 -0.0300 -0.0452
H -5.113492 1.666795 2.065975 -0.0163 0.0629 0.0482
H -6.892830 0.788156 0.604223 -0.0429 0.0350 -0.0129
H -6.334797 -0.160131 -1.624817 -0.1698 -0.0027 -0.0348
C -2.303115 4.800134 -3.811442 -0.1949 -0.1366 0.2179
Te -3.147384 3.294288 -2.511621 -0.0557 1.2652 -0.2606
C -3.034787 4.520874 -0.729222 -0.2017 -0.3810 -0.1705
H -1.331892 5.113318 -3.442833 0.0849 -0.1016 0.0726
H -2.955147 5.664360 -3.880945 -0.1285 -0.0472 0.0260
H -2.192186 4.350981 -4.791669 0.0139 -0.0552 -0.1066
H -4.038606 4.756165 -0.397148 -0.0919 0.0466 -0.0064
H -2.503501 5.437404 -0.951448 0.1181 0.0748 -0.1434
H -2.522408 3.977984 0.057244 0.1260 -0.0498 0.0534
```
Positions in Å, forces in eV/Å.

* charge: +1
* electronic energy: -115800.7917 eV
* energy above the lowest of the compared OMol25 structures with the same formula, charge and spin: 79.3 kJ/mol
* F_max: 2.7 eV/Å
* frontier orbital gap: 4.920 eV
* highest occupied orbital energy: -9.4 eV


This record from OMol25 describes a structure of composition C28H28O2PPtSb. The level of theory is wB97M-V/def2-TZVPD.

The geometry in XYZ format:
```
61
Properties=species:S:1:pos:R:3:forces:R:3
Pt 0.720291 0.618361 -0.417917 -0.6489 0.0811 0.2636
C -0.249623 -3.199178 -5.345061 -0.0043 -0.0070 0.0026
C -0.786077 -3.867609 -4.253553 -0.0016 0.0157 0.0127
C -0.647397 -3.341466 -2.976836 0.0418 -0.0240 -0.0131
C 0.031318 -2.139568 -2.791801 0.0739 0.1618 -0.0675
C 0.561551 -1.467707 -3.892010 -0.0408 -0.0061 -0.0105
C 0.424844 -1.999307 -5.164842 -0.0031 0.0273 0.0116
P 0.354192 -1.446044 -1.152903 0.1190 -0.0929 0.1072
C -0.873385 -2.184387 -0.041555 -0.1074 -0.0083 -0.1366
C -0.491558 -2.747726 1.170758 0.0012 0.0015 0.0098
C -1.457016 -3.202947 2.057943 -0.0042 -0.0120 0.0023
C -2.803235 -3.098142 1.741393 0.0183 0.0040 -0.0114
C -3.189453 -2.532318 0.533046 0.0219 0.0120 -0.0145
C -2.227816 -2.073347 -0.352823 -0.0404 0.0245 0.0351
C 1.987887 -1.855068 -0.538138 0.0840 0.1180 -0.1090
C 2.890922 -2.906033 -0.531265 -0.0033 -0.0387 0.0724
C 4.115937 -2.682805 0.083822 -0.0215 0.0196 -0.0149
C 4.409095 -1.439685 0.648391 -0.0201 0.0096 -0.0027
C 3.501016 -0.386603 0.615736 0.0482 -0.1152 0.0653
C 2.266560 -0.596624 0.012058 0.0974 -0.0317 0.1155
H -0.358966 -3.613291 -6.339061 -0.0046 0.0016 0.0017
H -1.314262 -4.801581 -4.394871 0.0024 0.0004 0.0010
H -1.064746 -3.866095 -2.126959 0.0019 -0.0056 -0.0033
H 1.080598 -0.527835 -3.741201 0.0014 0.0055 0.0033
H 0.839424 -1.475187 -6.015966 0.0020 -0.0022 0.0002
H 0.557881 -2.812568 1.430234 -0.0090 -0.0005 -0.0111
H -1.153739 -3.632338 3.004001 -0.0036 -0.0042 -0.0078
H -3.552536 -3.448955 2.438972 -0.0006 -0.0005 -0.0024
H -4.239055 -2.440634 0.285188 0.0015 -0.0002 0.0032
H -2.533206 -1.618452 -1.289487 0.0016 -0.0174 -0.0048
H 2.657430 -3.861596 -0.985888 0.0075 0.0018 -0.0014
H 4.855209 -3.472565 0.120265 -0.0048 -0.0036 -0.0008
H 5.374892 -1.294166 1.117957 0.0018 -0.0011 -0.0075
H 3.753062 0.574948 1.044528 -0.0185 -0.0034 0.0185
C -0.839230 4.228853 -1.068899 0.0164 0.0071 0.0099
Sb -1.249540 2.160140 -1.327839 0.1619 0.0177 0.4313
C -1.711866 2.177966 -3.414641 0.0387 -0.0385 -0.0019
C -3.225245 2.112281 -0.560833 -0.0375 -0.1630 -0.0944
H -1.649079 4.823932 -1.489279 0.0034 0.0034 -0.0076
H 0.098162 4.486872 -1.559047 -0.0095 -0.0059 -0.0149
H -0.747204 4.433099 -0.003392 -0.0165 -0.0430 -0.0040
H -2.418794 2.978086 -3.632945 0.0060 -0.0105 0.0114
H -2.149315 1.223009 -3.705596 0.0071 0.0002 -0.0036
H -0.801627 2.333649 -3.992737 -0.0089 0.0019 -0.0028
H -3.806251 2.925673 -0.994500 0.0158 -0.0082 0.0002
H -3.155837 2.215887 0.516236 0.0188 0.0362 0.0877
H -3.699774 1.159970 -0.798273 0.0023 0.0249 -0.0150
O 1.159955 1.911552 1.213621 0.0814 -0.0527 -0.4382
C 0.186453 2.204039 2.007094 0.0157 0.0812 -0.0528
O -1.015433 2.116847 1.750140 0.0490 0.0091 -0.2379
C 0.617367 2.700068 3.363189 0.0654 -0.0106 0.0001
C 1.959950 2.728716 3.722192 0.0181 0.0210 0.0133
C 2.334372 3.172157 4.981769 -0.0035 0.0020 0.0064
C 1.368348 3.589238 5.887612 -0.0131 -0.0013 -0.0145
C 0.025850 3.559882 5.532179 0.0285 -0.0053 0.0040
C -0.347483 3.113483 4.274005 -0.0167 0.0111 -0.0044
H 2.698904 2.399517 3.004627 -0.0101 0.0050 0.0073
H 3.380726 3.191739 5.258748 0.0041 0.0019 0.0020
H 1.661492 3.935839 6.870529 -0.0009 0.0010 0.0052
H -0.728597 3.882288 6.238327 -0.0042 0.0025 0.0015
H -1.386369 3.073761 3.975531 -0.0005 0.0026 0.0051
```
Positions in Å, forces in eV/Å.

* charge: 0
* electronic energy: -52659.3492 eV
* energy above the lowest of the compared OMol25 structures with the same formula, charge and spin: 28.2 kJ/mol
* F_max: 0.7 eV/Å
* frontier orbital gap: 8.696 eV
* highest occupied orbital energy: -8.3 eV


This record from OMol25 describes a structure of composition C28H29AsN2O4PPtS in a non-equilibrium geometry. The level of theory is wB97M-V/def2-TZVPD.

The geometry in XYZ format:
```
67
Properties=species:S:1:pos:R:3:forces:R:3
Pt -0.012193 -0.409894 0.280206 0.4045 0.6243 -0.2701
N -0.881156 -2.161541 -0.973778 -0.0338 -0.0017 -0.1587
C 0.054268 -3.200884 -1.306399 -0.1673 0.0060 0.0753
C -0.339521 -4.506287 -1.546103 0.0166 0.0660 -0.0488
C 0.607822 -5.410396 -2.006182 0.0655 -0.0125 -0.0086
C 1.930577 -5.023276 -2.229350 -0.0361 -0.0455 -0.0144
C 2.335173 -3.732307 -1.952899 0.0204 0.0079 0.0972
C 1.394047 -2.832186 -1.434059 -0.0311 0.1189 -0.1627
P 1.891886 -1.289525 -0.738318 0.3798 -0.9710 0.2345
C 3.308724 -0.580523 -1.474066 -0.2975 0.4406 -0.0056
C 4.503235 -0.471371 -0.739751 0.0076 -0.0036 -0.0593
C 5.637915 -0.028010 -1.388458 0.0091 0.0118 0.0144
C 5.576595 0.342576 -2.730325 0.0150 0.0089 0.0009
C 4.387430 0.254851 -3.449636 -0.0087 0.0113 0.0155
C 3.243812 -0.200488 -2.826168 -0.0172 -0.0733 -0.0257
C 1.963177 -1.351590 1.030224 -0.1279 0.2821 0.1181
C 1.780228 -2.545023 1.787749 0.0035 -0.0491 0.0316
C 1.941793 -2.503651 3.144300 0.0106 -0.0216 -0.0187
C 2.272180 -1.292232 3.783053 0.0091 -0.0352 0.0147
C 2.453661 -0.117182 3.071635 -0.0186 0.0137 -0.0391
C 2.295471 -0.128091 1.697034 0.1929 -0.0245 0.0503
H -1.116130 -1.626887 -1.807700 -0.1122 -0.0984 -0.0410
H -1.751321 -2.524434 -0.590572 0.0421 -0.0178 0.0874
H -1.375425 -4.803267 -1.437173 0.0072 0.0058 -0.0058
H 0.304598 -6.425903 -2.225009 0.0095 -0.0030 0.0051
H 2.647392 -5.742343 -2.601634 -0.0064 0.0005 -0.0055
H 3.369061 -3.437918 -2.081170 -0.0044 0.0059 -0.0194
H 4.555481 -0.764004 0.300518 -0.0073 -0.0203 -0.0033
H 6.575995 0.026205 -0.853105 -0.0048 0.0234 0.0013
H 6.469867 0.707505 -3.220627 0.0048 -0.0289 -0.0093
H 4.358518 0.542895 -4.491334 -0.0023 0.0139 0.0057
H 2.313508 -0.267175 -3.377716 0.0048 -0.0164 0.0013
H 1.546165 -3.474128 1.282602 -0.0081 0.0082 -0.0087
H 1.836673 -3.406371 3.731208 -0.0137 0.0069 -0.0020
H 2.406550 -1.289081 4.857959 0.0127 -0.0010 -0.0053
H 2.727500 0.796688 3.580627 -0.0103 0.0013 -0.0064
H 2.495430 0.766350 1.116527 -0.0144 -0.0073 0.0030
O 0.144951 1.340393 -1.163903 -0.2263 0.0166 0.1919
C -1.069120 1.560514 -0.905036 0.1073 -0.2608 0.2081
O -1.630646 0.695152 -0.072001 -0.0503 0.1765 -0.3618
C -1.865261 2.662124 -1.406069 0.0700 0.0518 -0.0534
C -1.271214 3.697836 -2.135904 -0.0450 -0.0209 -0.0380
C -2.050814 4.752915 -2.577166 -0.0009 0.0025 -0.0041
C -3.412788 4.786712 -2.292316 -0.0051 0.0105 -0.0138
C -3.967211 3.754536 -1.555376 -0.0006 -0.0011 -0.0010
C -3.226288 2.686450 -1.113327 0.0335 0.0395 0.0760
N -5.403609 3.782619 -1.199012 -0.1093 -0.0141 0.0119
O -6.104116 4.566335 -1.782721 0.0586 0.0169 0.0198
O -5.760379 3.003166 -0.331976 0.0497 0.0022 -0.0280
H -0.210719 3.671828 -2.348325 -0.0043 -0.0058 0.0016
H -1.603026 5.558278 -3.142058 -0.0040 0.0002 0.0017
H -4.041384 5.601840 -2.625845 0.0000 -0.0073 -0.0052
H -3.712788 1.905142 -0.551123 0.0056 0.0413 -0.0406
C -4.055373 0.453918 1.891474 -0.0668 -0.0129 -0.0191
As -2.423940 0.727752 2.853056 0.0643 -0.0509 0.0475
C -1.748865 2.518057 2.714851 -0.0537 0.0284 -0.0177
C -2.799276 0.386962 4.700230 -0.0099 -0.0079 0.0159
S -0.881235 -0.779180 2.428959 -0.1416 -0.1906 0.1889
H -4.703748 1.307635 2.094714 -0.0291 -0.0080 -0.0253
H -4.513487 -0.454945 2.277829 -0.0191 -0.0028 -0.0113
H -3.877479 0.365793 0.824848 0.0195 -0.0306 0.0905
H -2.575640 3.191661 2.490652 -0.0072 -0.0128 0.0068
H -0.994520 2.586453 1.937913 0.0318 -0.0149 -0.0595
H -1.317005 2.777296 3.679760 0.0328 0.0235 -0.0167
H -3.541962 1.118302 5.021795 -0.0012 -0.0042 0.0127
H -1.890468 0.500569 5.286687 0.0042 0.0136 0.0026
H -3.201597 -0.617186 4.817300 0.0035 -0.0040 -0.0188
```
Positions in Å, forces in eV/Å.

* charge: +3
* electronic energy: -124856.8035 eV
* energy above the lowest of the compared OMol25 structures with the same formula, charge and spin: 83.4 kJ/mol
* F_max: 1.1 eV/Å
* frontier orbital gap: 6.094 eV
* highest occupied orbital energy: -17.3 eV